{"formula": "C60H156AsF6N21O11P5", "method": "wB97M-V/def2-TZVPD", "lumo_energy_ev": 1.8, "total_charge": -1, "energy_ha": -8898.9183, "largest_force_ev_per_a": 5.8, "symbols": ["As", "F", "F", "F", "F", "F", "F", "C", "O", "N", "C", "C", "H", "H", "H", "H", "H", "H", "H", "C", "O", "N", "C", "C", "H", "H", "H", "H", "H", "H", "H", "C", "O", "N", "C", "C", "H", "H", "H", "H", "H", "H", "H", "C", "O", "N", "C", "C", "H", "H", "H", "H", "H", "H", "H", "O", "P", "N", "C", "C", "N", "C", "C", "N", "C", "C", "H", "H", "H", "H", "H", "H", "H", "H", "H", "H", "H", "H", "H", "H", "H", "H", "H", "H", "O", "P", "N", "C", "C", "N", "C", "C", "N", "C", "C", "H", "H", "H", "H", "H", "H", "H", "H", "H", "H", "H", "H", "H", "H", "H", "H", "H", "H", "O", "P", "N", "C", "C", "N", "C", "C", "N", "C", "C", "H", "H", "H", "H", "H", "H", "H", "H", "H", "H", "H", "H", "H", "H", "H", "H", "H", "H", "O", "P", "N", "C", "C", "N", "C", "C", "N", "C", "C", "H", "H", "H", "H", "H", "H", "H", "H", "H", "H", "H", "H", "H", "H", "H", "H", "H", "H", "O", "P", "N", "C", "C", "N", "C", "C", "N", "C", "C", "H", "H", "H", "H", "H", "H", "H", "H", "H", "H", "H", "H", "H", "H", "H", "H", "H", "H", "C", "C", "C", "C", "C", "C", "N", "O", "C", "C", "C", "H", "H", "H", "H", "H", "H", "H", "H", "H", "H", "H", "H", "H", "H", "H", "H", "H", "H", "H", "C", "C", "C", "C", "C", "C", "N", "O", "C", "C", "C", "H", "H", "H", "H", "H", "H", "H", "H", "H", "H", "H", "H", "H", "H", "H", "H", "H", "H", "H"], "coordinates": [[-0.846, 0.011, 0.031], [-1.993, -1.434, 0.340], [-1.947, 1.177, 0.827], [0.270, 1.455, -0.139], [0.366, -1.044, -0.721], [-1.545, 0.357, -1.546], [0.002, -0.241, 1.583], [3.465, -0.074, -1.569], [4.124, -0.899, -2.225], [3.993, 1.063, -1.081], [3.428, 1.861, 0.088], [5.236, 1.713, -1.704], [2.424, -0.154, -1.217], [2.505, 1.424, 0.470], [3.292, 2.930, -0.077], [3.942, 1.806, 1.048], [6.070, 1.781, -1.005], [5.579, 1.217, -2.612], [4.828, 2.671, -2.025], [2.089, -3.796, -2.550], [3.280, -3.668, -2.870], [1.531, -4.945, -2.131], [2.353, -6.156, -1.914], [0.053, -5.148, -2.224], [1.414, -2.935, -2.672], [3.421, -5.940, -1.943], [1.962, -7.050, -2.399], [2.321, -6.356, -0.843], [-0.429, -4.200, -2.461], [-0.241, -6.019, -2.809], [-0.318, -5.271, -1.206], [-5.300, -2.648, -4.065], [-5.892, -2.368, -5.112], [-3.993, -2.169, -3.747], [-3.500, -2.314, -2.386], [-3.345, -1.185, -4.510], [-5.678, -3.374, -3.329], [-4.061, -3.049, -1.810], [-3.792, -1.410, -1.852], [-2.420, -2.452, -2.339], [-3.642, -0.196, -4.163], [-2.260, -1.126, -4.423], [-3.569, -1.353, -5.563], [2.360, -0.455, 3.638], [3.535, -0.841, 3.389], [2.126, 0.786, 4.160], [0.781, 1.437, 4.181], [3.162, 1.768, 4.672], [1.437, -1.021, 3.437], [0.081, 0.615, 4.034], [0.820, 2.261, 3.468], [0.704, 1.827, 5.196], [4.170, 1.394, 4.496], [3.151, 2.718, 4.138], [3.011, 1.796, 5.751], [-0.187, 8.227, 4.452], [0.822, 7.241, 4.005], [1.867, 7.730, 2.658], [1.711, 8.953, 1.919], [3.058, 6.860, 2.350], [0.115, 5.768, 3.421], [0.699, 4.814, 2.562], [-1.228, 5.406, 3.983], [1.895, 6.807, 5.309], [1.455, 5.702, 6.161], [2.924, 7.785, 5.784], [1.781, 8.825, 0.838], [2.483, 9.683, 2.161], [0.792, 9.531, 2.017], [2.789, 6.185, 1.537], [3.329, 6.254, 3.214], [3.892, 7.449, 1.970], [0.130, 3.923, 2.296], [0.894, 5.515, 1.750], [1.611, 4.359, 2.948], [-1.954, 5.071, 3.242], [-1.075, 4.446, 4.477], [-1.602, 6.175, 4.660], [1.156, 4.894, 5.493], [2.336, 5.305, 6.665], [0.650, 5.949, 6.854], [3.159, 8.454, 4.956], [3.812, 7.222, 6.069], [2.407, 8.237, 6.630], [3.120, -1.589, -4.990], [1.843, -1.653, -5.774], [0.765, -0.444, -5.438], [0.074, -0.505, -4.143], [1.105, 0.924, -5.845], [1.009, -3.188, -5.881], [-0.407, -3.311, -6.192], [1.822, -4.432, -6.222], [2.015, -1.537, -7.513], [0.886, -1.596, -8.494], [3.366, -1.470, -8.083], [-0.221, -1.490, -3.783], [-0.879, 0.014, -4.250], [0.454, 0.061, -3.293], [1.727, 0.995, -6.737], [1.692, 1.424, -5.074], [0.186, 1.502, -5.941], [-1.043, -3.338, -5.307], [-0.819, -2.437, -6.696], [-0.773, -4.136, -6.803], [2.827, -4.377, -5.805], [1.373, -5.305, -5.748], [2.055, -4.444, -7.286], [0.036, -1.006, -8.151], [1.253, -1.163, -9.425], [0.559, -2.621, -8.667], [3.394, -1.149, -9.125], [3.929, -2.395, -8.210], [3.937, -0.714, -7.545], [-9.124, -0.136, 0.073], [-8.313, 1.062, -0.300], [-6.686, 1.093, 0.256], [-6.497, 1.311, 1.660], [-5.753, 0.076, -0.189], [-8.937, 2.616, 0.119], [-10.425, 2.766, 0.204], [-8.243, 3.890, -0.184], [-8.422, 1.318, -2.039], [-7.355, 2.076, -2.681], [-9.527, 0.892, -2.756], [-7.324, 0.742, 2.085], [-6.627, 2.355, 1.945], [-5.553, 0.843, 1.939], [-5.874, -0.737, 0.526], [-4.751, 0.497, -0.110], [-5.936, -0.231, -1.219], [-10.782, 3.711, -0.207], [-10.879, 2.118, -0.546], [-10.815, 2.445, 1.170], [-7.958, 3.975, -1.232], [-8.850, 4.698, 0.225], [-7.337, 3.865, 0.420], [-7.730, 2.657, -3.524], [-6.700, 2.705, -2.079], [-6.843, 1.241, -3.158], [-9.108, 0.014, -3.248], [-9.955, 1.528, -3.532], [-10.303, 0.418, -2.155], [5.876, -3.023, -2.183], [6.417, -3.287, -0.824], [5.482, -2.694, 0.478], [5.561, -1.351, 0.942], [4.270, -3.263, 0.868], [7.945, -2.520, -0.743], [8.668, -2.421, 0.538], [8.438, -1.581, -1.781], [6.779, -4.905, -0.456], [7.165, -5.432, 0.995], [6.647, -5.977, -1.399], [6.093, -0.709, 0.240], [6.159, -1.595, 1.820], [4.560, -0.970, 1.146], [4.422, -4.332, 0.713], [3.433, -2.964, 0.238], [4.156, -3.284, 1.952], [8.834, -3.375, 1.038], [9.581, -1.833, 0.449], [8.048, -1.792, 1.177], [7.972, -1.798, -2.743], [8.083, -0.611, -1.431], [9.525, -1.661, -1.777], [7.200, -4.562, 1.650], [6.420, -6.185, 1.252], [8.101, -5.990, 0.979], [6.932, -5.592, -2.378], [5.620, -6.343, -1.424], [7.283, -6.788, -1.044], [0.441, -7.154, 0.553], [-0.010, -6.436, 1.792], [-1.683, -6.819, 2.044], [-2.100, -8.148, 2.216], [-2.842, -5.933, 1.503], [0.226, -4.733, 1.911], [1.226, -4.065, 1.128], [-0.143, -4.031, 3.096], [0.750, -7.192, 3.127], [0.200, -7.113, 4.483], [2.088, -7.825, 3.175], [-1.301, -8.822, 2.523], [-2.450, -8.570, 1.274], [-2.925, -8.216, 2.925], [-3.750, -6.048, 2.095], [-2.931, -6.199, 0.450], [-2.691, -4.860, 1.622], [1.881, -3.529, 1.815], [1.822, -4.790, 0.572], [0.640, -3.452, 0.444], [0.539, -3.600, 3.828], [-0.783, -3.175, 2.879], [-0.798, -4.647, 3.712], [0.884, -6.802, 5.272], [-0.582, -6.370, 4.646], [-0.256, -8.084, 4.673], [2.026, -8.821, 3.613], [2.844, -7.178, 3.622], [2.388, -8.003, 2.142], [1.075, 6.445, -2.183], [0.939, 5.240, -3.168], [-0.236, 5.488, -4.148], [0.094, 6.568, -5.265], [1.341, 6.103, -6.057], [2.627, 5.687, -5.215], [2.143, 4.960, -4.023], [3.179, 4.342, -3.331], [3.459, 4.869, -6.198], [3.465, 6.948, -4.773], [0.586, 3.941, -2.322], [1.176, 7.343, -2.792], [1.998, 6.141, -1.688], [0.267, 6.432, -1.452], [-0.406, 4.493, -4.559], [-1.057, 5.841, -3.524], [0.259, 7.610, -4.994], [-0.734, 6.672, -5.967], [1.675, 7.035, -6.514], [1.111, 5.307, -6.765], [3.545, 5.321, -7.186], [4.504, 4.961, -5.904], [3.141, 3.836, -6.341], [4.135, 6.591, -3.991], [3.983, 7.349, -5.643], [2.762, 7.657, -4.337], [-0.166, 4.013, -1.537], [1.441, 3.888, -1.647], [0.425, 3.016, -2.876], [3.421, 5.020, -2.696], [-3.245, -2.792, 4.094], [-3.559, -1.418, 4.876], [-5.059, -1.078, 4.546], [-5.640, 0.145, 5.286], [-5.578, -0.241, 6.854], [-4.174, -0.735, 7.356], [-3.387, -1.565, 6.330], [-2.215, -1.979, 6.817], [-3.485, 0.584, 7.712], [-4.357, -1.674, 8.641], [-2.645, -0.237, 4.270], [-2.269, -3.209, 4.342], [-3.134, -2.582, 3.030], [-4.086, -3.431, 4.365], [-5.138, -0.717, 3.521], [-5.669, -1.957, 4.754], [-6.561, 0.490, 4.815], [-5.018, 1.002, 5.029], [-6.171, -1.121, 7.102], [-6.027, 0.634, 7.325], [-2.439, 0.372, 7.930], [-3.390, 1.350, 6.942], [-3.840, 0.994, 8.657], [-4.709, -1.196, 9.556], [-4.876, -2.605, 8.416], [-3.374, -1.979, 8.998], [-2.563, -0.226, 3.183], [-1.609, -0.312, 4.600], [-2.979, 0.781, 4.474], [-2.246, -2.933, 6.713]], "mulliken_charge": [2.11, -0.57, -0.57, -0.51, -0.18, -0.52, -0.35, 0.72, -0.81, 1.00, -0.71, -0.81, -0.25, -0.18, 0.11, 0.37, 0.25, 0.27, 0.03, 0.61, -0.70, 0.74, -1.27, -0.33, -0.02, 0.41, 0.42, 0.06, -0.06, 0.43, -0.28, 0.04, -0.61, 0.37, -0.57, -0.17, 0.34, 0.30, 0.21, -0.06, 0.33, -0.59, 0.41, 0.63, -0.70, 0.12, 1.31, -0.97, 0.00, -0.95, -0.48, 0.44, 0.32, 0.17, 0.39, -0.87, 0.40, 0.36, -1.08, -0.87, 0.29, -0.84, -1.03, 0.30, -0.69, -1.01, 0.27, 0.35, 0.34, 0.01, 0.28, 0.45, 0.39, 0.41, -0.01, 0.35, 0.36, 0.30, 0.07, 0.35, 0.21, 0.27, 0.33, 0.36, -0.58, -0.18, 0.80, -1.32, -1.38, 0.77, -1.26, -1.18, 0.54, -0.98, -1.08, 0.01, 0.77, 0.02, 0.43, 0.39, 0.37, 0.25, 0.27, 0.41, 0.26, 0.36, 0.32, 0.27, 0.41, 0.18, 0.40, 0.28, 0.27, -0.87, 0.30, 0.62, -1.20, -1.33, 0.18, -1.00, -0.88, 0.45, -1.30, -1.18, 0.56, 0.04, 0.25, 0.38, 0.47, 0.42, 0.45, 0.25, 0.28, 0.20, 0.52, 0.22, 0.26, 0.36, 0.45, 0.43, 0.30, 0.32, -0.85, 0.25, 0.76, -0.90, -1.36, 0.24, -0.93, -0.98, 0.35, -1.13, -0.90, -0.10, 0.54, 0.00, 0.41, 0.28, 0.50, 0.16, 0.43, 0.30, 0.21, 0.29, 0.40, 0.39, 0.42, 0.27, 0.26, 0.15, 0.40, -0.82, 0.07, 0.49, -1.27, -0.80, 0.96, 0.03, -0.93, 0.51, -1.15, -1.13, 0.38, 0.37, 0.31, 0.42, 0.34, -0.04, 0.38, -0.46, -0.09, 0.22, 0.23, 0.09, 0.40, 0.25, 0.35, 0.36, 0.33, 0.26, -1.80, 1.59, -1.11, -0.82, -1.09, 1.44, 0.31, -0.09, -1.91, -1.73, -1.64, 0.30, 0.34, 0.43, 0.36, 0.43, 0.39, 0.37, 0.38, 0.44, 0.42, 0.43, 0.25, 0.32, 0.49, 0.35, 0.50, 0.14, 0.17, 0.28, -1.79, 2.25, -0.84, -0.70, -1.29, 1.36, 0.54, -0.53, -1.92, -1.76, -2.63, 0.24, 0.08, 0.60, -0.26, 0.57, 0.50, 0.32, 0.39, 0.46, 0.42, 0.31, 0.46, 0.39, 0.39, 0.41, 0.47, 0.43, 0.36, 0.35]}